The following is a quantum chemistry calculation of a cluster of 3 separate species, C2H11N3O2 in total, from the Open Molecules 2025 dataset.

Geometry as XYZ:
```
18
Properties=species:S:1:pos:R:3
O 0.042 -0.042 -3.681
O -1.238 0.667 3.244
N 1.719 -0.303 1.188
N -0.451 -0.549 0.433
N 0.977 0.851 -0.726
C -1.472 -0.508 -0.616
C 0.775 0.055 0.240
H 0.191 -0.937 -4.015
H 0.745 0.155 -3.048
H 1.478 -0.838 2.005
H -0.774 0.114 2.597
H -0.454 -1.364 1.022
H 2.404 0.401 1.411
H -2.067 0.868 2.797
H -1.718 -1.485 -1.012
H -1.091 0.122 -1.413
H 1.847 1.381 -0.695
H -2.331 0.039 -0.223
```

The HOMO energy comes out at -0.3396 Ha. As for the structure (SMILES): [H]/N=C(\N)NC.O.O. As for the frontier orbital gap: 0.3610 hartree. Its total energy is -10817.849 eV. As for the molar mass: 109.129 g/mol.

***

The following is a quantum chemistry calculation of a cluster of 3 separate species, C2H11N3O2 in total, from the Open Molecules 2025 dataset.

Geometry as XYZ:
```
18
Properties=species:S:1:pos:R:3
O -3.284 0.547 -1.377
O 3.572 -0.154 0.791
N -1.134 0.398 1.429
N 0.652 -1.007 1.075
N -0.250 0.210 -0.696
C 0.774 -0.076 -1.603
C -0.184 -0.218 0.636
H 1.819 0.234 -1.275
H -3.235 0.783 -2.235
H 0.569 0.443 -2.550
H -4.173 0.125 -1.333
H 0.761 -1.104 -1.800
H -1.055 0.178 -1.222
H -1.538 1.332 1.258
H 3.933 0.500 1.451
H -1.028 0.072 2.365
H 0.591 -1.004 2.091
H 2.625 -0.144 1.087
```

Its spin multiplicity is 2. The HOMO energy (spin up / spin down) comes out at -0.5350 / -0.5346 Ha. As for the frontier orbital gap (spin up / spin down): 0.4202 / 0.2171 hartree. Its total charge is +1. Its total energy is -10808.345 eV. As for the molar mass: 109.129 g/mol.

***

In the order shown, the computed relative energy (zero: lowest compared OMol25 entry of this formula, charge and spin) values come out to 50.7, 118.9 kJ/mol.
In the order shown, the computed max |F| values come out to 1.173, 6.394 eV/A.